Below is a 2-piece molecular cluster, C6H13NO overall in a non-equilibrium geometry, with properties calculated with wB97M-V/def2-TZVPD.

Output
E_HOMO: -7.4 eV
Kohn-Sham gap: 8.28 eV
E_tot: -9966.1940 eV
relative energy (zero: lowest compared OMol25 entry of this formula, charge and spin): 114.9 kcal per mole

Bonds (Å) are listed after each position.
Atoms and positions in Å:
1 H -0.2756 -0.0787 -2.9448  C21 1.097
2 H -1.7683 2.3569 -0.2582  C9 1.092
3 H 0.7578 1.3199 3.1635  C7 1.097
4 C 0.1559 -0.2598 -0.8203  O14 1.423, C15 1.335, C21 1.496
5 H -2.2621 0.6809 -0.6329  C9 1.094
6 H 1.1046 1.7052 1.4934  C7 1.094
7 C 0.9087 0.8712 2.1737  H3 1.097, H6 1.094, C11 1.496, H16 1.092
8 H 0.7513 -2.8389 -0.8980  N20 1.018
9 C -1.5100 1.4541 -0.8160  H2 1.092, H5 1.094, O14 1.429, H19 1.092
10 H -1.2233 0.6540 1.8885  C11 1.089
11 C -0.2971 0.1024 1.7353  C7 1.496, H10 1.089, H18 1.085
12 H 0.8289 -1.3755 -2.5177  C21 1.094
13 H 1.3822 0.3121 -2.4862  C21 1.095
14 O -0.2222 1.0330 -0.3609  C4 1.423, C9 1.429
15 C 0.2729 -1.1489 0.1686  C4 1.335, N20 1.378
16 H 1.7911 0.2294 2.2022  C7 1.092
17 H 0.6192 -3.0463 0.7824  N20 1.010
18 H -0.4326 -0.8168 2.2957  C11 1.085
19 H -1.4601 1.7079 -1.8770  C9 1.092
20 N 0.3390 -2.5112 -0.0272  H8 1.018, C15 1.378, H17 1.010
21 C 0.5396 -0.3509 -2.2639  H1 1.097, C4 1.496, H12 1.094, H13 1.095